[1]
{"formula": "C46H119N7O16", "method": "the ωB97M-V functional and the def2-TZVPD basis", "symbols": ["C", "O", "C", "C", "C", "N", "H", "H", "H", "H", "H", "H", "H", "H", "H", "H", "H", "C", "O", "C", "C", "N", "C", "C", "O", "C", "H", "H", "H", "H", "H", "H", "H", "H", "H", "H", "H", "H", "H", "H", "H", "C", "O", "C", "C", "N", "C", "C", "O", "C", "H", "H", "H", "H", "H", "H", "H", "H", "H", "H", "H", "H", "H", "H", "H", "C", "O", "C", "C", "N", "C", "C", "O", "C", "H", "H", "H", "H", "H", "H", "H", "H", "H", "H", "H", "H", "H", "H", "H", "C", "O", "C", "C", "N", "C", "C", "O", "C", "H", "H", "H", "H", "H", "H", "H", "H", "H", "H", "H", "H", "H", "H", "H", "C", "O", "C", "C", "N", "C", "C", "O", "C", "H", "H", "H", "H", "H", "H", "H", "H", "H", "H", "H", "H", "H", "H", "H", "C", "O", "C", "C", "N", "C", "C", "O", "C", "H", "H", "H", "H", "H", "H", "H", "H", "H", "H", "H", "H", "H", "H", "H", "C", "C", "O", "H", "H", "H", "H", "H", "H", "C", "C", "O", "H", "H", "H", "H", "H", "H", "C", "C", "O", "H", "H", "H", "H", "H", "H"], "xyz": [[-3.14647, 5.19136, -2.52305], [-3.09522, 3.91189, -1.78261], [-3.92821, 3.89198, -0.58624], [-5.34091, 3.29350, -0.96113], [-6.18127, 3.26997, 0.26921], [-5.17352, 1.87026, -1.39559], [-4.17292, 5.43220, -2.90418], [-2.59699, 5.15616, -3.43376], [-2.75433, 5.96025, -1.85555], [-3.43235, 3.21441, 0.08244], [-3.93838, 4.93998, -0.29187], [-5.83114, 3.90103, -1.73715], [-5.53377, 2.83044, 1.01334], [-7.07473, 2.70717, 0.27495], [-6.44217, 4.28040, 0.60876], [-4.55333, 1.87129, -2.19954], [-6.06243, 1.43403, -1.61902], [-0.80598, 3.78962, 1.21721], [-1.36271, 3.00398, 2.23685], [-1.86698, 3.77826, 3.35477], [-2.14218, 2.79539, 4.49489], [-3.26311, 1.95738, 4.07399], [-3.97143, 1.24273, 5.14544], [-3.04193, 0.36147, 5.98158], [-2.45498, -0.65343, 5.17991], [-1.83092, -1.72833, 5.93374], [-0.88959, 3.15522, 0.30937], [0.23575, 4.07947, 1.42803], [-1.33047, 4.77855, 1.10897], [-2.77985, 4.28048, 3.03502], [-1.09122, 4.51496, 3.58871], [-2.49399, 3.17836, 5.47206], [-1.22192, 2.25265, 4.72051], [-2.97331, 1.31548, 3.37482], [-4.79475, 0.67225, 4.78469], [-4.41549, 2.00917, 5.80804], [-3.69765, 0.01158, 6.81998], [-2.26084, 1.03037, 6.42071], [-2.51217, -2.12693, 6.67825], [-1.03905, -1.29996, 6.47041], [-1.54059, -2.52111, 5.22750], [-2.92118, -1.36499, 1.46063], [-3.28809, -2.69111, 1.67727], [-2.27510, -3.53138, 2.27644], [-2.99133, -4.78379, 2.80734], [-3.64314, -4.61642, 4.03014], [-4.25230, -5.77810, 4.63958], [-5.26102, -5.36804, 5.68493], [-6.28444, -4.54090, 5.07236], [-7.34079, -4.13463, 5.95615], [-2.06769, -1.26730, 0.78827], [-2.61193, -0.85227, 2.41072], [-3.73791, -0.73051, 1.05248], [-1.83244, -3.07301, 3.16259], [-1.54355, -3.71222, 1.53817], [-2.13824, -5.47197, 2.93690], [-3.59653, -5.19742, 1.99012], [-4.34607, -3.91379, 3.95103], [-3.48890, -6.37858, 5.10964], [-4.79552, -6.37277, 3.89554], [-4.78759, -4.73802, 6.48726], [-5.72747, -6.28969, 6.13181], [-8.14919, -3.73654, 5.40771], [-6.93235, -3.54217, 6.77974], [-7.78942, -5.01762, 6.44183], [2.99922, 6.33630, -1.60010], [2.18958, 5.26502, -1.23199], [0.97487, 5.02124, -2.01002], [0.74482, 3.55989, -2.11083], [1.66534, 2.91984, -2.98444], [2.83576, 2.27917, -2.29260], [3.96736, 1.97632, -3.25431], [4.82638, 3.12649, -3.40310], [5.08510, 3.44678, -4.72406], [3.68277, 6.45389, -0.76840], [2.40500, 7.25256, -1.65436], [3.51925, 6.19232, -2.53713], [1.04915, 5.47778, -2.99839], [0.07145, 5.38561, -1.49528], [-0.29069, 3.31395, -2.41372], [0.78014, 3.17997, -1.07501], [1.21418, 2.27991, -3.62777], [2.62148, 1.35033, -1.74784], [3.25654, 2.86033, -1.51337], [3.59745, 1.60506, -4.20878], [4.62719, 1.16887, -2.91046], [4.12893, 3.75705, -5.22405], [5.53442, 2.61445, -5.31406], [5.68408, 4.36201, -4.77837], [4.93068, -5.20137, -0.69400], [3.83270, -4.83143, 0.10112], [3.68513, -5.47811, 1.32159], [2.40659, -5.07357, 2.06717], [2.45636, -3.63407, 2.25407], [1.36443, -3.05634, 2.94886], [1.41763, -1.57175, 3.07054], [1.18696, -0.98703, 1.78772], [0.76517, 0.35202, 1.97788], [5.91630, -4.98564, -0.25832], [4.82371, -4.60775, -1.61487], [4.94855, -6.24443, -0.86185], [4.54799, -5.21696, 1.99697], [3.66217, -6.54875, 1.18702], [2.42943, -5.57287, 3.04489], [1.52775, -5.46995, 1.58017], [2.73733, -3.14837, 1.41007], [1.34641, -3.42543, 3.99255], [0.41300, -3.37731, 2.51882], [2.36881, -1.32072, 3.47041], [0.72286, -1.24823, 3.84668], [1.35496, 0.91612, 2.69179], [-0.25081, 0.41766, 2.33928], [0.77161, 0.70716, 0.93192], [10.66552, 3.56074, 3.44664], [9.35237, 3.80197, 3.01550], [9.22228, 3.74606, 1.66340], [7.75211, 3.95428, 1.44050], [7.30759, 3.71017, 0.07773], [6.04809, 4.23034, -0.28318], [4.81701, 3.66766, 0.36515], [4.79824, 2.26491, 0.18127], [3.84634, 1.60933, 0.94478], [11.10178, 2.62388, 3.07903], [10.68282, 3.66187, 4.53701], [11.35973, 4.38908, 3.06877], [9.51766, 2.71505, 1.34417], [9.74850, 4.61605, 1.19092], [7.50553, 5.02672, 1.58671], [7.21279, 3.45606, 2.22054], [7.58530, 2.75472, -0.25446], [5.98804, 4.17268, -1.37814], [6.00783, 5.33468, -0.15273], [3.89603, 4.09509, -0.06763], [4.82501, 3.88663, 1.42730], [2.88908, 2.01343, 0.66885], [4.04858, 1.74531, 2.03315], [3.87367, 0.54853, 0.81566], [-2.47393, -6.43774, -1.33048], [-2.23847, -5.03845, -1.52374], [-2.60125, -4.55634, -2.82992], [-1.38535, -4.44770, -3.74322], [-0.39680, -3.39057, -3.39915], [0.12545, -3.58673, -1.99879], [1.29186, -2.65780, -1.90703], [2.21627, -2.93450, -2.97724], [3.10281, -1.89433, -3.34995], [-3.54277, -6.69563, -1.37798], [-2.03567, -6.71998, -0.35450], [-1.83436, -6.93372, -2.07183], [-3.07593, -3.54664, -2.66279], [-3.33607, -5.17599, -3.25751], [-1.69499, -4.23761, -4.73823], [-0.87109, -5.41564, -3.68346], [0.43439, -3.46290, -4.05371], [0.54533, -4.53828, -1.84533], [-0.65764, -3.32199, -1.29963], [1.72421, -2.81871, -0.92001], [0.99576, -1.58063, -2.10554], [3.69611, -2.31597, -4.20656], [3.89796, -1.54660, -2.67336], [2.52737, -1.05234, -3.73683], [-1.58427, 0.82817, -1.17706], [-1.68078, -0.56870, -1.81725], [-0.93247, -0.55038, -3.03568], [-0.52791, 0.86157, -0.96085], [-2.15027, 0.87050, -0.22782], [-2.00879, 1.66534, -1.75995], [-2.73652, -0.69089, -2.02318], [-1.26457, -1.34253, -1.13276], [-0.77121, -1.47854, -3.30282], [-1.23828, 1.54270, -6.09949], [-0.12649, 0.54304, -6.20933], [0.76375, 0.60538, -5.10791], [-0.95100, 2.61044, -6.10436], [-1.85780, 1.40051, -5.24462], [-1.96860, 1.41272, -6.93695], [0.49721, 0.68988, -7.04740], [-0.51567, -0.54157, -6.24780], [0.47544, 0.14328, -4.27707], [-4.33286, -0.87992, -4.96640], [-4.27888, -1.67015, -6.30822], [-4.31702, -3.09948, -6.07616], [-3.49505, -1.07925, -4.28046], [-5.29534, -0.97917, -4.41851], [-4.21042, 0.20457, -5.14654], [-3.36355, -1.37111, -6.84487], [-5.11398, -1.43459, -6.95007], [-3.40954, -3.47902, -5.96578]], "atomic_forces_ev_per_a": [[-1.474, -1.114, 1.257], [-0.025, 0.960, -0.989], [-0.644, -0.097, -2.958], [0.361, -0.489, -0.286], [0.847, 1.248, 1.198], [0.682, 1.141, 0.222], [0.472, -0.140, 0.858], [1.027, -0.547, -0.386], [-0.145, 0.236, -0.197], [0.162, -0.127, 0.652], [-0.516, -0.127, 0.844], [0.338, 0.053, -0.025], [-0.016, -0.194, 0.692], [-0.999, -0.755, -0.560], [0.100, -0.092, -0.072], [-0.212, -0.280, -0.076], [0.164, 0.238, -0.123], [-0.248, 0.503, -0.411], [-0.572, 0.061, 1.071], [0.788, -0.389, -0.231], [-0.928, -0.229, -0.002], [-0.753, -0.016, 0.412], [1.613, 1.008, 0.306], [-0.378, 0.504, 0.612], [-0.356, -0.563, 0.515], [-1.523, 0.614, -1.143], [0.222, 0.812, 0.335], [0.002, -0.370, -0.069], [0.019, -0.899, -0.219], [-0.127, 0.096, 0.105], [-0.113, 0.078, 0.336], [0.453, 0.806, -0.616], [0.189, -0.213, -0.129], [0.256, -0.584, -0.703], [-0.513, -0.516, -0.716], [0.240, -0.276, -0.043], [0.757, -0.432, -0.402], [-0.279, -0.614, -0.086], [-0.404, -0.247, -0.020], [1.661, 0.326, 0.671], [-0.025, 0.463, 0.347], [0.532, 1.440, 0.781], [-0.223, -0.450, 0.466], [-2.575, 0.717, 0.941], [2.271, -0.661, -2.015], [-0.398, 0.727, 1.564], [-0.487, 0.442, -0.515], [-0.916, 0.740, 0.863], [-0.022, -0.398, 0.139], [1.529, -2.075, 0.876], [0.115, -0.152, -0.143], [-0.172, -0.469, -0.398], [0.165, -0.905, 0.104], [0.155, 0.486, -0.121], [0.992, -0.602, -0.840], [-0.302, -0.275, 0.110], [-0.227, -0.051, -0.034], [-0.526, 0.630, -0.119], [0.242, -0.437, 0.156], [0.062, -0.283, -0.074], [-0.205, -0.709, -0.452], [0.360, 0.807, -0.236], [-0.426, 1.100, -0.751], [-0.260, 0.507, -0.256], [0.228, -0.092, -0.027], [-0.690, 0.578, 0.381], [-1.510, -1.112, -0.380], [0.308, 0.803, 0.599], [-0.712, -0.839, 0.506], [1.982, -0.998, 0.318], [-0.561, -0.721, -1.307], [0.780, 0.054, 0.102], [-0.429, -0.493, 0.436], [-1.000, 0.644, -1.413], [0.457, 0.109, -0.063], [0.035, 0.220, -0.139], [0.255, -0.204, -0.328], [0.106, 0.059, -0.010], [0.395, 0.665, 0.158], [0.290, 0.524, -0.075], [0.215, -0.150, -0.107], [0.195, -0.122, 0.105], [-0.613, -0.310, -0.274], [0.023, 1.210, 0.379], [-0.246, 0.375, -0.323], [-0.254, 0.032, 0.444], [0.512, -0.486, 0.098], [-0.051, 0.496, 0.381], [0.366, -0.406, 0.219], [0.192, 1.324, 0.091], [-0.632, 0.756, -0.317], [0.646, -0.041, 1.477], [1.323, 0.650, -0.070], [0.906, -0.406, -0.181], [-0.842, -0.586, 0.894], [-0.547, -0.606, -0.706], [0.110, 0.028, 1.645], [-0.364, -0.204, -1.745], [-0.201, 0.364, 0.316], [0.122, -0.514, 0.198], [-0.266, -1.359, -0.581], [-0.544, -0.278, -0.497], [0.144, -0.681, -0.131], [0.132, 0.116, -0.026], [-0.633, 0.098, -0.593], [-0.312, -0.077, 0.029], [0.140, -0.149, -0.248], [-0.331, 0.186, -0.088], [1.319, 0.568, 0.082], [-0.629, 0.167, -0.303], [0.636, 0.188, -0.200], [-0.574, -0.219, 0.156], [0.110, 0.736, 0.750], [1.094, 1.816, -0.124], [0.843, -0.181, 2.274], [-0.546, 0.097, -1.366], [-0.946, 1.486, -1.225], [2.243, -1.515, 0.557], [-0.569, 0.995, -1.739], [-0.517, -0.514, -0.062], [1.169, -0.319, -0.550], [0.203, 0.707, 1.262], [-0.344, -0.136, 0.202], [-0.036, -0.444, -0.232], [-0.728, -0.877, 0.281], [0.187, 0.820, -0.514], [0.194, -1.109, -0.109], [0.355, -0.319, 0.257], [-0.465, -0.813, 0.478], [-1.057, 1.394, 0.327], [-0.363, -0.441, 0.135], [0.289, -0.419, 0.412], [0.264, 0.141, 0.140], [-0.043, 0.081, 0.531], [-0.920, -0.047, 0.256], [-0.318, 0.259, -0.382], [0.092, -0.672, -0.641], [1.151, 0.606, -0.066], [-0.634, -0.166, 0.054], [0.867, 2.029, 1.399], [0.953, 0.095, 1.028], [0.106, -0.829, 0.235], [0.098, 1.992, -2.424], [0.533, 2.081, -0.468], [0.321, -0.612, 0.853], [0.568, -0.564, -1.534], [0.360, -0.031, -0.129], [-0.490, 0.315, -0.316], [-0.614, -0.561, -0.082], [0.492, -0.840, -0.230], [-0.966, -0.931, -0.703], [-0.387, -0.129, -1.013], [-0.137, -0.175, -0.355], [-1.322, -0.015, 1.137], [-0.025, -1.771, 0.303], [0.136, -0.247, 0.241], [0.496, 0.433, 0.051], [0.079, -1.020, 0.896], [-0.686, 0.366, 0.562], [-0.677, -0.282, 0.666], [0.080, 0.292, 0.104], [-0.294, -0.832, 0.481], [-0.090, 1.116, 0.043], [-0.036, -0.013, -0.007], [0.433, 1.099, 0.133], [0.327, -0.272, -0.249], [0.646, -0.528, -0.183], [-0.355, -0.862, -0.118], [-0.516, 0.521, -0.397], [-0.229, -0.224, 0.023], [-1.163, 0.669, -1.471], [-0.737, -2.100, 1.841], [0.801, -0.084, 1.298], [0.335, -0.593, -0.050], [-0.169, -0.331, 1.041], [0.657, 0.097, 0.256], [0.504, 0.267, -1.171], [0.158, 1.541, -0.251], [-0.491, 0.612, -1.283], [-0.250, 0.625, -0.171], [0.943, -0.168, 1.444], [0.935, -0.009, -0.133], [-0.235, -0.490, -0.312], [0.609, -0.279, -0.413], [-0.198, -0.324, -0.282], [-0.205, -0.228, 0.100], [-0.351, 0.017, -0.038], [-1.184, 0.879, -0.158]], "total_charge": 0, "homo_lumo_gap_ev": 8.756, "de_lowest_kj_mol": 0.0, "total_energy_ev": -92811.003, "smiles": "COC[C@H](C)N.COCCNCCOC.COCCNCCOC.COCCNCCOC.COCCNCCOC.COCCNCCOC.COCCNCCOC.CCO.CCO.CCO", "spin_multiplicity": 1}


[2]
{"formula": "C8H9N3OS", "method": "the ωB97M-V functional and the def2-TZVPD basis", "symbols": ["C", "C", "C", "C", "C", "C", "C", "C", "N", "N", "N", "O", "S", "H", "H", "H", "H", "H", "H", "H", "H", "H"], "xyz": [[-1.67940, 0.82835, 2.06621], [-0.53988, 0.56234, 2.80854], [-1.64899, 0.49105, 0.74941], [0.53713, -0.07221, 2.28869], [-0.47114, -0.07925, 0.12381], [0.65371, -0.40509, 0.91639], [0.32977, 0.21409, -2.05023], [-1.77940, -0.95339, -1.79188], [1.42718, 0.74601, -2.18516], [-0.54308, -0.25540, -1.28431], [2.65885, 0.27292, -2.46280], [3.09265, -1.13057, 1.42046], [2.22449, -0.63243, 0.29172], [-2.51803, 1.40336, 2.40433], [-0.70512, 1.03381, 3.84943], [-2.42965, 0.81371, 0.10777], [1.45066, -0.20289, 2.79656], [-1.78206, -1.05564, -2.84851], [-1.66232, -1.94639, -1.35404], [-2.75696, -0.54152, -1.42759], [3.13795, 1.02014, -2.85726], [3.00364, -0.11101, -1.56155]], "atomic_forces_ev_per_a": [[0.004, -0.156, -1.329], [-1.430, 1.277, 2.752], [1.939, -0.511, -1.398], [0.175, -0.125, -0.333], [-1.520, 0.287, 2.555], [-1.225, 1.596, -0.927], [3.863, 0.396, 0.354], [0.011, -0.401, 1.472], [-2.470, -0.083, -1.355], [-3.030, -0.377, -0.161], [-1.032, -1.137, 0.606], [0.507, -0.014, 0.386], [-0.019, -0.848, 0.154], [-0.195, 0.004, 0.516], [1.395, -1.296, -1.334], [-0.752, 0.075, -0.463], [0.809, -0.195, 0.978], [0.203, 0.243, -0.939], [-0.309, -0.038, -0.110], [1.301, 0.021, -0.320], [1.546, 1.415, -0.343], [0.230, -0.134, -0.761]], "total_charge": 0, "homo_lumo_gap_ev": [5.411, 5.414], "de_lowest_kj_mol": 583.1, "total_energy_ev": -25789.026, "spin_multiplicity": 1}